ORCA calculation (ωB97M-V/def2-TZVPD) on a structure of composition C21H33Cl2CrN4O3 at a distorted geometry.

Cartesian coordinates (Å):
O (0.88, -0.30, -1.92)
C (-0.32, 0.16, -2.21)
C (-0.32, 1.59, -2.79)
C (0.41, 2.58, -2.16)
H (0.76, 2.38, -1.15)
C (0.70, 3.77, -2.80)
H (1.30, 4.51, -2.28)
C (0.19, 4.00, -4.09)
H (0.41, 4.97, -4.59)
C (-0.58, 3.01, -4.71)
H (-0.99, 3.20, -5.70)
C (-0.83, 1.80, -4.07)
H (-1.42, 1.01, -4.54)
H (-0.93, -0.46, -3.02)
C (-2.57, -1.19, -0.99)
C (-1.81, 0.13, -0.77)
H (-3.58, -1.03, -1.48)
H (-2.77, -1.72, -0.01)
H (-1.99, -1.82, -1.69)
C (-2.48, 1.33, -0.66)
C (-3.96, 1.52, -0.53)
H (-1.89, 2.27, -0.80)
H (-4.43, 1.97, -1.45)
H (-4.29, 2.19, 0.32)
H (-4.57, 0.58, -0.37)
Cr (-0.98, -0.05, 1.16)
Cl (-0.13, 2.09, 0.97)
Cl (-2.98, 0.01, 2.11)
H (4.80, 1.31, -1.60)
H (4.85, 1.72, 0.83)
C (3.70, 1.39, -1.53)
C (3.75, 1.64, 0.92)
N (3.23, 0.96, -0.24)
H (3.23, 0.77, -2.32)
C (2.55, -0.22, -0.07)
O (1.93, -0.47, 0.96)
H (3.49, 1.08, 1.83)
H (2.73, -0.95, -0.90)
H (3.43, 2.45, -1.70)
H (3.33, 2.66, 0.98)
H (-0.41, -5.43, 1.62)
H (1.42, -5.67, -0.38)
C (-0.94, -4.85, 0.85)
C (0.80, -4.93, -0.92)
N (0.01, -4.12, 0.01)
H (-1.63, -4.14, 1.33)
C (0.13, -2.81, 0.09)
O (-0.66, -2.07, 0.78)
H (1.45, -4.26, -1.50)
H (0.95, -2.37, -0.50)
H (-1.51, -5.56, 0.24)
H (0.15, -5.49, -1.61)
C (-1.10, 1.69, 4.26)
C (-0.42, 0.38, 4.15)
N (-0.11, -0.36, 3.11)
C (0.67, -1.42, 3.59)
C (0.73, -1.34, 4.94)
N (0.04, -0.21, 5.31)
H (-2.20, 1.54, 4.33)
H (-0.71, 2.17, 5.18)
H (-0.87, 2.30, 3.35)
H (1.15, -2.14, 2.91)
H (1.20, -2.01, 5.68)
H (0.01, 0.22, 6.24)

HOMO energy (spin up / spin down)   -1.9 / -3.6 eV
Max |F|   3.77 eV/Å
Multiplicity   5
LUMO level (spin up / spin down)   2.475 / 2.472 eV
Net charge   -1